No. 1
DFT (wB97M-V/def2-TZVPD) results for a 7-piece molecular cluster, C14H42O7 overall at a distorted geometry.

```
63
Properties=species:S:1:pos:R:3:forces:R:3
C -2.881562 7.072687 3.119245 1.43 0.48 0.35
C -2.968613 8.507611 2.471734 -0.98 -2.06 0.56
O -4.357991 8.726556 2.394014 -0.75 0.83 -0.42
H -1.927856 6.997392 3.641619 0.24 -0.10 -0.03
H -2.913633 6.204140 2.461456 0.03 0.49 -0.67
H -3.610324 6.801327 3.883024 -0.38 0.91 -0.04
H -2.546274 8.516724 1.466920 0.34 -0.13 -0.02
H -2.568791 9.348633 3.038221 0.67 -0.50 0.40
H -4.430643 9.668927 2.225804 -0.61 0.08 -0.13
C -8.033197 -2.782594 -1.451476 -0.32 -0.68 -1.02
C -7.232188 -1.887969 -2.375207 1.36 -0.10 0.69
O -7.717961 -1.897541 -3.714879 -0.58 0.28 0.58
H -9.087995 -2.531682 -1.563440 -0.08 -0.09 0.08
H -7.792592 -2.791715 -0.388405 0.35 0.51 -0.17
H -7.873784 -3.800404 -1.807499 -0.35 -0.19 0.08
H -6.199127 -2.224889 -2.460975 0.22 -0.38 0.44
H -7.120243 -0.919591 -1.887540 -0.51 0.64 -0.51
H -7.051780 -1.444216 -4.236706 -0.08 0.02 -0.16
C 6.733121 -2.727066 5.531853 2.03 -0.11 0.45
C 5.678161 -3.006794 4.569643 -1.71 0.80 -0.94
O 4.784365 -1.822623 4.540087 0.80 -1.47 -0.08
H 6.412440 -2.275222 6.470523 -0.03 0.06 -0.21
H 7.486671 -2.148207 4.997827 -0.04 0.72 0.53
H 7.294721 -3.637620 5.740634 -0.19 -0.27 0.32
H 5.162122 -3.940658 4.792591 -0.58 0.19 0.15
H 6.134565 -3.144607 3.589439 -0.11 0.04 -0.21
H 4.394196 -1.795364 3.663382 -0.16 0.06 -0.02
C 7.304132 -0.579643 0.231273 0.98 -1.33 0.26
C 7.473390 -1.775219 -0.743096 -0.39 -0.05 0.99
O 8.814933 -2.278651 -0.695716 0.11 0.78 -0.55
H 8.004493 0.207887 -0.046920 -0.63 0.41 -0.55
H 7.720913 -0.824366 1.208256 -0.26 -0.50 0.21
H 6.257950 -0.313680 0.382464 0.18 0.37 -0.34
H 7.077816 -1.448548 -1.704820 0.67 -0.06 -0.46
H 6.906739 -2.673524 -0.498038 -0.77 0.39 0.45
H 9.103232 -2.460727 -1.593111 0.10 -0.02 0.00
C -4.009775 5.949132 -3.629585 -1.60 -0.13 -0.23
C -4.558317 4.630322 -4.202165 0.34 1.86 1.53
O -3.431913 3.831555 -4.324904 0.22 -1.46 -1.24
H -3.350365 6.484545 -4.312680 0.07 -0.19 -0.10
H -3.496802 5.735700 -2.691822 -0.17 0.27 -0.01
H -4.923651 6.533529 -3.522738 0.27 0.71 0.61
H -5.140209 4.857067 -5.095535 0.18 -0.45 -0.45
H -5.242194 4.203138 -3.468734 0.08 -0.23 -0.05
H -2.997525 4.221805 -5.086871 0.61 -0.38 -0.05
C 1.141167 -6.076585 -2.230725 0.46 0.48 0.00
C 2.099286 -6.638095 -1.174860 0.42 -0.42 -0.71
O 2.749185 -5.654083 -0.408133 -0.45 1.39 0.72
H 0.402349 -5.395047 -1.809121 -0.05 -0.16 0.31
H 0.608466 -6.858868 -2.771427 0.06 -0.20 0.26
H 1.653451 -5.488366 -2.992100 0.28 -0.02 0.06
H 2.978414 -7.113496 -1.609838 -0.67 -0.96 -0.79
H 1.551197 -7.337215 -0.543253 0.01 -0.14 0.13
H 3.521492 -6.056792 -0.004449 -0.07 0.06 0.03
C -1.406053 0.158230 0.409859 -0.94 1.46 -0.04
C -0.507440 -0.930878 0.666390 0.53 -3.80 -0.02
O 0.835788 -0.615123 0.536223 1.67 1.17 0.39
H -1.033288 0.658739 -0.483803 -0.50 0.42 0.05
H -1.438498 0.800397 1.290020 0.18 0.50 -0.26
H -2.427500 -0.207313 0.304416 0.03 0.00 -0.35
H -0.580917 -1.755220 -0.042942 -1.15 -0.12 -0.41
H -0.724492 -1.424645 1.613593 0.06 0.18 0.54
H 1.298736 -1.431198 0.333003 0.14 0.16 0.08
```
Positions in Å, forces in eV/Å.

Results
HOMO-LUMO gap   0.375 hartree
SMILES   CCO.CCO.CCO.CCO.CCO.CCO.CCO
E_HOMO   -9.93 eV

No. 2
DFT (wB97M-V/def2-TZVPD) results for a 2-piece molecular cluster, C4H14N2O overall at a distorted geometry.

```
21
Properties=species:S:1:pos:R:3:forces:R:3
C 1.878707 -0.478182 1.021155 -0.52 -0.44 -0.24
C 0.460012 -0.857667 0.570147 -0.42 -0.57 -0.03
C 0.465882 -1.785724 -0.635316 0.41 1.01 -0.66
N -0.335484 0.323881 0.293946 1.06 0.55 -0.11
C -0.697903 1.086327 1.474520 0.17 -0.37 -0.03
N -1.748277 2.048555 1.257257 0.03 0.31 -0.16
H 2.570240 -1.301479 0.833004 -0.03 -0.01 0.02
H 2.181224 0.371172 0.406495 0.19 0.13 0.36
H 1.890252 -0.295051 2.096119 0.19 0.44 -0.13
H -0.057390 -1.421704 1.364131 0.30 -0.05 0.28
H 1.161508 -2.598955 -0.493448 -0.16 -0.52 0.21
H -0.536018 -2.107658 -0.894990 -0.16 -0.40 0.14
H 0.830420 -1.259555 -1.524630 0.01 0.15 0.07
H -1.076519 0.169397 -0.356031 -0.57 -0.21 -0.09
H -0.945785 0.376360 2.280983 -0.29 0.19 0.08
H 0.181040 1.640373 1.813867 0.01 -0.05 0.09
H -2.419625 1.723660 0.571471 -0.11 -0.14 0.16
H -1.343509 2.893293 0.870475 -0.10 -0.01 0.01
H -1.534866 0.175479 -3.604283 0.16 -0.10 -0.09
H -0.340566 1.105424 -3.576184 0.11 -0.11 -0.01
O -0.583341 0.192053 -3.768687 -0.27 0.20 0.12
```
Positions in Å, forces in eV/Å.

Results
HOMO-LUMO gap   0.339 hartree
SMILES   CC(C)NCN.O
E_HOMO   -8.56 eV

No. 3
DFT (wB97M-V/def2-TZVPD) results for one molecule with the formula C4H4O2S at a distorted geometry.

```
11
Properties=species:S:1:pos:R:3:forces:R:3
C -0.003622 -0.257238 -0.603702 1.16 1.88 -1.66
C 0.462334 0.996650 -1.079819 -1.37 -3.69 1.24
C 0.447917 1.171685 1.134294 1.26 0.34 -2.76
C 0.086124 -0.123745 0.800034 0.37 1.83 1.53
H -1.766620 -2.153089 -1.075033 3.30 1.13 -1.37
H 0.483631 1.219387 -2.072620 0.39 1.04 -2.55
H 0.774804 1.779382 1.967022 -0.27 -0.51 0.00
H -0.824316 -1.688452 1.060770 1.88 1.15 2.54
O 0.824005 1.858872 -0.183744 -1.27 -1.37 3.28
O -0.218353 -1.093805 1.692230 -2.27 -1.79 -2.60
S -0.265903 -1.709648 -1.639431 -3.18 0.01 2.33
```
Positions in Å, forces in eV/Å.

Results
HOMO-LUMO gap   0.312 hartree
SMILES   Oc1cocc1S
E_HOMO   -8.58 eV

No. 4
DFT (wB97M-V/def2-TZVPD) results for a 2-piece molecular cluster, C4H8O2 overall.

```
14
Properties=species:S:1:pos:R:3:forces:R:3
C 1.922708 -0.462010 -1.066869 0.18 -0.22 -0.08
O 1.228457 0.710548 -0.666583 0.07 0.13 0.15
C -1.083405 -0.758048 0.329689 -0.07 -0.02 0.19
C -0.975732 -0.249914 1.527725 -0.05 -0.07 -0.13
C -1.861709 0.478595 0.576434 -0.35 -0.17 0.17
O -1.529690 1.724092 0.033866 0.13 0.16 -0.05
H 1.338775 -1.035449 -1.799834 0.10 0.18 0.08
H 2.126581 -1.120989 -0.214020 0.01 0.13 -0.14
H 2.878418 -0.169869 -1.517205 -0.20 -0.11 0.04
H -0.805557 -1.529884 -0.376853 -0.01 0.16 0.14
H 0.959822 0.590827 0.250546 0.07 -0.02 -0.10
H -0.535727 -0.299452 2.515359 -0.09 -0.01 -0.17
H -2.947634 0.449127 0.685703 0.22 -0.05 0.02
H -0.649885 1.688472 -0.361891 -0.02 -0.09 -0.13
```
Positions in Å, forces in eV/Å.

Results
HOMO-LUMO gap   0.383 hartree
SMILES   OC1C=C1.CO
E_HOMO   -9.53 eV

No. 5
DFT (wB97M-V/def2-TZVPD) results for one molecule with the formula C4H5NO7S2 at a distorted geometry.

```
19
Properties=species:S:1:pos:R:3:forces:R:3
C 0.519610 -2.501429 -1.765362 0.66 0.33 -0.06
C -1.051931 0.809933 -0.656352 1.91 0.02 4.03
C -0.007116 -1.047866 -1.754658 0.10 1.28 1.54
C 0.383780 -0.831513 0.696434 -0.96 -0.01 -2.20
N -0.107466 -0.300043 -0.670798 1.82 -2.70 -0.64
O 1.466677 -2.859616 -1.116490 0.52 0.27 0.42
O -2.411796 -2.043242 -3.682134 0.33 -1.36 0.93
O -1.948338 0.841500 -4.135255 -0.36 1.11 -2.45
O -0.156411 -3.221639 -2.565997 -1.13 -0.38 -0.63
O -1.321713 1.265641 -1.836709 -1.48 1.63 -3.40
O -2.039204 -1.997765 -1.272810 -0.60 -0.74 -0.21
O -0.422148 -0.611302 -2.909729 -0.26 -0.64 -0.30
S -2.096198 -2.854187 -2.473781 -0.51 0.22 -0.84
S -2.036611 0.119498 -2.955794 1.52 0.74 2.56
H -1.894050 0.438818 -0.117817 -1.02 -0.45 0.61
H -0.557382 1.565373 0.025597 -0.60 -0.24 -0.93
H 1.289975 -1.526448 0.483081 -1.73 1.45 0.74
H 0.560729 0.151553 1.162946 0.34 -0.97 0.64
H -0.550094 -1.358422 1.065073 1.46 0.44 0.20
```
Positions in Å, forces in eV/Å.

Results
HOMO-LUMO gap   0.338 hartree
E_HOMO   -10.25 eV

No. 6
DFT (wB97M-V/def2-TZVPD) results for C6H10N2O3S as an isolated structure at a distorted geometry.

```
22
Properties=species:S:1:pos:R:3:forces:R:3
C 0.437633 -2.089486 0.012809 -0.76 0.69 1.87
C 0.124185 -1.783986 1.304417 2.01 -0.67 -1.49
C 0.229110 -1.080391 -1.100112 0.42 -0.84 1.34
C -0.486364 -0.544541 1.782701 -1.48 1.15 -3.11
C -0.965621 0.203458 0.467683 0.21 -0.16 2.54
C -2.095983 2.132132 -0.343147 1.21 0.65 -2.16
N -0.652697 -0.101575 -0.684831 -1.30 2.16 -1.42
N 1.508277 -0.330990 -1.417613 -0.51 -2.15 -1.13
O 1.784413 2.206952 -0.362696 -0.61 -0.14 0.27
O 3.384737 0.616548 0.448876 -0.31 -0.47 0.35
O -1.769736 1.247921 0.719508 0.47 0.38 0.49
S 1.983879 0.960484 0.344540 1.52 1.13 -0.45
H 0.562731 -3.132205 -0.190126 0.90 -0.39 -0.35
H 0.468500 -2.423496 2.096464 -0.40 -0.85 0.07
H -0.337034 -1.583523 -1.874562 0.88 -0.20 -1.08
H -1.388109 -0.856079 2.283618 -0.29 0.35 0.84
H 0.141890 0.137948 2.326824 0.11 0.07 0.54
H -2.247715 1.563506 -1.293539 -0.12 0.46 0.88
H -1.367077 2.997134 -0.625724 -0.42 -1.89 1.01
H -2.960075 2.648714 -0.028118 -1.21 0.26 0.28
H 1.410190 0.253135 -2.260836 -0.13 -0.21 0.54
H 2.234859 -1.041663 -1.606144 -0.20 0.68 0.17
```
Positions in Å, forces in eV/Å.

Results
HOMO-LUMO gap   0.368 hartree
E_HOMO   -9.38 eV

No. 7
DFT (wB97M-V/def2-TZVPD) results for a 2-piece molecular cluster, C4H8O2 overall at a distorted geometry.

```
14
Properties=species:S:1:pos:R:3:forces:R:3
C 1.141549 2.746076 -0.414624 0.04 -0.45 0.27
C 0.723784 1.679676 0.369651 -0.62 0.05 0.38
O -0.636631 1.213016 0.290755 -0.28 0.01 0.70
H 2.203984 2.825382 -0.630394 0.01 0.25 0.00
H 0.542854 3.652887 -0.430962 0.18 0.16 -0.21
H 1.237821 0.997491 1.040374 0.38 0.03 -0.51
H -1.136157 1.866247 -0.210289 0.14 0.08 -0.30
C -0.219045 -2.619645 0.681590 -0.19 -0.18 -0.63
C -0.633713 -2.249179 -0.529492 -1.22 0.26 -0.24
O -1.079859 -1.054591 -0.957082 0.24 -0.55 0.68
H -0.102145 -3.689265 0.753679 0.37 -0.05 0.54
H -0.121424 -1.941552 1.513640 0.12 -0.03 0.11
H -0.838612 -2.995396 -1.289009 0.42 -0.18 -0.11
H -1.082402 -0.431144 -0.187841 0.40 0.61 -0.69
```
Positions in Å, forces in eV/Å.

Results
2S+1   2
HOMO-LUMO gap (alpha / beta)   0.118 / 0.249 hartree
Net charge   -1
E_HOMO (alpha / beta)   0.76 / -2.86 eV

Per-record relative energy (zero: lowest compared OMol25 entry of this formula, charge and spin), eV: 4.233 1.194 2.941 3.942 0.557 1.468 1.973